[1]
Formula: C44H45CaN5OS3Te
Source: the OMol25 dataset
Level of theory: the ωB97M-V functional and the def2-TZVPD basis

XYZ file:
```
100
Properties=species:S:1:pos:R:3:forces:R:3
Ca -0.741008 1.042995 0.121091 -1.9 -0.9 -1.3
S -1.730720 -0.423196 7.165788 0.0 -0.1 -0.3
C -1.714098 -2.099001 7.521474 0.0 0.2 0.1
C -1.538389 -2.847136 6.401452 0.0 -0.1 0.1
C -1.419577 -2.059327 5.230735 0.0 0.2 -0.1
C -1.499729 -0.708666 5.467782 0.0 -0.3 0.4
C -1.430826 0.398378 4.525479 0.0 0.3 -0.4
C -1.157184 0.187135 3.188019 -0.2 -0.1 0.4
N -1.144669 1.138284 2.246811 -0.1 0.2 1.1
C -1.392454 2.448170 2.626438 0.0 0.1 0.3
C -1.620259 2.768826 3.996773 0.0 -0.2 -0.1
C -1.822622 4.152103 4.344700 0.0 0.1 0.0
C -1.802478 5.122813 3.411220 0.0 0.0 0.2
C -1.603138 4.821257 2.020517 0.0 -0.1 -0.1
C -1.610102 5.783689 1.032825 0.0 -0.1 -0.2
C -1.459141 5.430775 -0.323720 0.0 -0.2 0.3
C -1.292194 4.076576 -0.594743 -0.1 0.2 0.0
N -1.263001 3.115217 0.322723 -0.4 1.7 0.3
C -1.415808 3.456959 1.648692 -0.1 0.2 0.1
C -1.499652 6.416487 -1.395623 0.0 0.4 -0.3
C -1.507586 6.218475 -2.752693 0.0 -0.1 0.2
C -1.564282 7.420178 -3.498391 0.0 0.1 -0.1
C -1.600072 8.525342 -2.709433 0.0 0.0 0.1
S -1.563052 8.115558 -1.047489 0.0 -0.2 -0.1
C -1.652641 1.748592 4.924382 0.0 -0.1 0.0
H -1.829368 -2.428627 8.541199 0.0 0.0 0.0
H -1.493942 -3.926775 6.409922 0.0 0.0 0.0
H -1.271645 -2.484295 4.246928 0.0 0.0 0.0
H -0.947705 -0.819543 2.829981 0.0 0.0 0.0
H -1.993359 4.391419 5.387214 0.0 0.0 0.0
H -1.954779 6.158320 3.691075 0.0 0.0 0.0
H -1.753260 6.823699 1.300413 0.0 0.0 0.1
H -1.184493 3.738861 -1.621516 0.0 0.1 0.0
H -1.482557 5.241640 -3.214462 0.0 0.0 0.0
H -1.584867 7.460619 -4.577768 0.0 0.0 0.0
H -1.648278 9.561259 -3.003122 0.0 0.0 0.0
H -1.850475 1.971592 5.965194 0.0 0.1 0.0
C 2.351914 0.977844 1.899447 0.0 -0.1 0.0
C 1.858303 0.251627 0.688289 0.5 0.2 -0.1
O 2.033761 -1.074714 0.656780 -0.1 -0.2 -0.1
N 1.285022 0.754714 -0.331512 2.0 -0.2 -0.1
Te 1.011621 -1.278149 -1.149608 0.7 -0.9 -0.3
C 1.766646 -3.316727 -1.290404 0.1 -0.1 -0.2
C 2.401252 -4.098298 -0.313894 -0.1 0.3 0.1
C 2.523233 -3.718126 1.140470 0.1 -0.1 0.0
C 2.925019 -5.332241 -0.686826 0.0 0.0 -0.1
C 2.809524 -5.834254 -1.973640 0.0 0.0 0.0
C 3.402789 -7.160282 -2.355552 0.0 0.0 0.0
C 2.072553 -5.098371 -2.891533 0.1 -0.1 0.0
C 1.538365 -3.860050 -2.571667 -0.1 0.3 0.1
C 0.695011 -3.167192 -3.621317 0.2 -0.1 0.0
C 2.113871 -0.442505 -2.759779 0.1 0.2 -0.1
C 1.406478 0.461109 -3.563084 -0.1 -0.2 0.1
C -0.068680 0.736561 -3.396350 0.2 0.0 0.0
C 2.091846 1.150022 -4.553856 0.0 0.0 0.0
C 3.455255 0.979839 -4.748089 0.0 0.0 0.0
C 4.199496 1.764304 -5.790751 0.0 0.0 0.0
C 4.129209 0.082778 -3.929706 0.0 0.1 0.0
C 3.492671 -0.628691 -2.920359 -0.1 -0.2 0.1
C 4.316309 -1.555962 -2.064012 0.0 0.0 -0.1
H 3.442406 0.986276 1.889208 0.0 0.0 0.0
H 2.028573 0.454422 2.799039 0.0 0.0 0.0
H 1.981984 1.999302 1.903820 0.0 0.0 0.0
H 1.627231 -3.220002 1.498019 0.0 0.0 0.1
H 3.366649 -3.050453 1.316729 0.0 0.0 0.0
H 2.680079 -4.616573 1.735761 0.0 0.0 0.0
H 3.427701 -5.924334 0.069604 0.0 0.0 0.0
H 4.079600 -7.525769 -1.585566 0.0 0.0 0.0
H 3.952301 -7.079690 -3.293471 0.0 0.0 0.0
H 2.616340 -7.903730 -2.498232 0.0 0.0 0.0
H 1.901857 -5.511353 -3.880281 0.0 0.1 0.0
H 0.300374 -3.906077 -4.317058 0.0 0.0 0.0
H 1.265790 -2.443958 -4.206507 0.0 0.0 0.0
H -0.162502 -2.655370 -3.176801 -0.1 0.0 -0.1
H -0.616241 -0.130903 -3.021622 -0.1 0.0 -0.1
H -0.508965 1.015305 -4.351619 -0.1 0.0 0.0
H -0.215720 1.577373 -2.709255 0.0 0.0 0.0
H 1.542568 1.843135 -5.181186 0.0 0.0 0.0
H 3.514174 2.267943 -6.469794 0.0 0.0 0.0
H 4.855370 1.113809 -6.369054 0.0 0.0 0.0
H 4.824739 2.521361 -5.314199 0.0 0.0 0.0
H 5.196461 -0.054185 -4.065741 0.0 0.0 0.0
H 5.331366 -1.173978 -1.963158 0.0 0.0 0.0
H 4.377691 -2.547230 -2.518444 0.0 0.0 0.1
H 3.893841 -1.668538 -1.070353 0.1 0.0 0.1
C -3.749886 -3.231973 0.225634 0.0 0.0 0.0
N -4.042340 -2.050046 1.001727 0.1 0.2 -0.1
C -4.627519 -2.132986 2.338474 0.0 -0.1 0.1
C -4.746931 -0.661032 2.764245 0.0 0.0 0.1
N -4.061409 0.025471 1.673476 -0.1 0.0 0.0
C -3.688162 -0.796485 0.688471 -0.3 -0.2 0.4
S -2.926030 -0.339027 -0.748834 -0.2 -0.1 -0.5
H -2.863771 -3.748198 0.605497 0.0 0.0 0.0
H -3.575355 -2.943504 -0.806539 0.0 0.0 0.0
H -4.601643 -3.909987 0.268932 0.0 0.0 0.0
H -3.968717 -2.694138 3.006483 0.0 0.0 0.0
H -5.589927 -2.643430 2.299655 0.0 0.0 0.0
H -4.246133 -0.465703 3.712582 0.0 0.0 0.0
H -5.784148 -0.333579 2.839231 0.0 0.0 0.0
H -4.003755 1.025943 1.608216 0.2 0.0 -0.1
```
Forces are in eV/Å.

Calculated values
E_LUMO (spin up / spin down) = -2.5 / -2.5 eV
total charge = +1
multiplicity = 2
max |F| = 2.5 eV Å⁻¹
frontier orbital gap (spin up / spin down) = 4.72 / 7.07 eV
energy relative to the best compared isomer or geometry (same formula, charge and spin) = 55.52 kcal per mole
E_HOMO (spin up / spin down) = -7.2 / -9.6 eV

[2]
Formula: C4H3NOS
Source: the OMol25 dataset
Level of theory: the ωB97M-V functional and the def2-TZVPD basis

XYZ file:
```
10
Properties=species:S:1:pos:R:3:forces:R:3
C -0.002286 0.316222 0.064661 -0.2 1.0 2.4
C 1.401229 -0.546831 -0.002013 -2.4 -1.9 -1.2
C 0.055814 1.341849 1.187134 4.6 2.5 7.1
C 0.585713 1.864607 2.319411 -1.5 -3.1 -6.2
H -2.510791 -0.382199 -1.833057 -1.8 0.0 -1.0
H 1.355666 -1.570513 -0.608049 -0.3 1.9 0.6
H 1.304411 2.257840 3.213339 -2.6 -1.0 -2.7
N -1.180010 0.105159 -0.445869 3.7 2.5 2.9
O 2.360059 -0.337921 0.651526 0.3 0.8 0.3
S -1.438282 -1.012060 -1.517407 0.2 -2.8 -2.2
```
Forces are in eV/Å.

Calculated values
E_LUMO = -0.7 eV
max |F| = 8.9 eV Å⁻¹
frontier orbital gap = 8.11 eV
energy relative to the best compared isomer or geometry (same formula, charge and spin) = 110.73 kcal per mole
E_HOMO = -8.9 eV

Question: Among the records above, which one has the lowest energy relative to the best compared isomer or geometry (same formula, charge and spin)?
Answer: C44H45CaN5OS3Te